58
Properties=species:S:1:pos:R:3:forces:R:3 method="wB97M-V/def2-TZVPD" e_lumo_ha=-0.190 homo_ev=-11.67 charge=+1 orbital_gap_ha=0.2387 e_above_lowest_kj_mol=0.00 total_energy_ha=-1274.84634
C 3.785217 1.737862 1.125967 0.3 0.3 0.0
O 2.994980 0.702442 1.738494 -0.6 -0.4 -0.4
C 2.363012 -0.092467 0.868305 0.8 0.9 -1.5
O 2.521256 -0.049045 -0.344337 -0.4 -0.2 1.7
C 1.527097 -1.116935 1.586030 0.9 1.4 -0.3
C 2.402835 -2.379213 1.645288 0.2 -0.1 0.5
C 1.669528 -3.453893 0.864296 0.0 -0.5 -0.5
C 0.262738 -2.928661 0.586694 -0.4 -0.6 0.8
N 0.308656 -1.461123 0.846689 -1.6 -0.6 -0.1
C -0.890136 -0.855357 1.114378 1.5 0.6 0.6
C -1.732861 -1.534701 2.135869 -0.8 -0.8 -0.2
C -2.609209 -0.597171 2.967199 -0.1 0.4 -0.3
C -3.505344 0.228708 2.062379 -0.4 0.0 0.2
C -2.751778 0.929171 0.933718 -0.2 -0.1 0.0
C -1.234445 0.557069 0.671057 -1.4 -1.0 2.8
C -0.986965 0.962854 -0.712186 0.7 0.7 -3.4
C -1.060078 -0.154457 -1.773949 -0.2 0.0 0.1
C -2.213300 -0.264664 -2.566062 0.2 0.1 0.0
C -2.261454 -1.142632 -3.650605 -0.1 0.1 0.1
C -1.179873 -1.974568 -3.937602 0.1 0.1 0.3
C -0.072052 -1.947616 -3.085553 -0.1 0.4 0.1
C -0.007048 -1.019467 -2.028852 0.5 -0.6 -0.5
C 0.120185 2.003843 -0.902685 0.3 0.4 -0.1
C 0.111322 3.130600 -0.053690 0.1 0.0 -0.3
C 0.858259 4.262836 -0.375756 0.3 -0.2 -0.2
C 1.686182 4.266013 -1.510556 -0.1 -0.4 -0.1
C 1.729903 3.116902 -2.298718 0.4 0.0 -0.1
F 2.569996 3.073490 -3.387185 -0.9 0.1 1.1
C 0.952173 1.993321 -2.022533 -0.1 0.4 0.1
H 4.419755 2.106675 1.931904 -0.1 0.0 -0.2
H 4.379201 1.333721 0.297323 -0.2 0.1 0.3
H 3.111997 2.523284 0.760565 0.2 -0.2 0.0
H 1.308468 -0.715129 2.587312 -0.2 -0.3 -0.3
H 3.402713 -2.193717 1.226220 -0.4 0.0 0.2
H 2.534524 -2.639402 2.699572 0.0 -0.1 -0.2
H 2.173532 -3.681410 -0.078023 0.0 0.1 0.1
H 1.618609 -4.380648 1.439884 0.0 0.1 -0.2
H -0.085998 -3.117989 -0.438045 0.2 0.3 0.3
H -0.435336 -3.442165 1.269687 0.1 0.3 -0.2
H -2.354756 -2.274692 1.601500 -0.2 0.1 0.3
H -1.106091 -2.115444 2.835546 0.1 0.1 -0.6
H -1.977650 0.056825 3.581347 0.0 -0.1 -0.1
H -3.220380 -1.181608 3.658694 0.2 -0.1 -0.1
H -4.042781 0.978852 2.649920 0.0 -0.2 0.0
H -4.270169 -0.427963 1.623428 0.2 0.1 0.2
H -2.796522 2.024171 1.085499 0.2 -0.5 -0.2
H -3.313788 0.725200 0.005236 0.5 0.1 0.3
H -0.649037 1.174535 1.381176 0.1 -0.1 0.0
H -1.847553 1.568830 -1.048492 0.2 -0.1 0.6
H -3.052133 0.404046 -2.358402 0.1 -0.2 -0.2
H -3.145091 -1.156080 -4.289479 0.2 0.0 0.2
H -1.191775 -2.615472 -4.822427 0.0 0.1 0.4
H 0.768472 -2.615529 -3.260771 -0.1 0.2 0.0
H 0.909036 -0.928509 -1.434965 -0.4 -0.1 -0.4
H -0.530299 3.165722 0.833146 0.1 0.0 -0.3
H 0.785949 5.160109 0.244560 0.1 -0.3 -0.2
H 2.282249 5.131348 -1.788036 -0.1 -0.2 0.1
H 0.966031 1.139273 -2.689961 0.1 0.2 0.0